C32H37InN2O2P | ωB97M-V with the def2-TZVPD basis set

```
! wB97M-V def2-TZVPD RIJCOSX def2/J DEFGRID3
* xyz 1 1
In 0.3354 -0.5773 1.3268
C -0.3055 -4.3446 -1.6920
C 0.2691 -3.7551 -0.4035
C -0.7756 -3.7872 0.7111
P 0.9104 -2.0439 -0.6275
C 2.6702 -2.1647 -1.1503
C 2.9607 -3.1778 -2.2579
C 3.2318 -0.7873 -1.4811
C -0.1224 -1.1041 -1.7524
C -0.0698 -1.3564 -3.1331
C -0.8557 -0.6854 -4.0437
C -0.8058 -0.9897 -5.5136
C -1.7311 0.2769 -3.5306
C -1.8129 0.5540 -2.1855
C -1.0127 -0.1204 -1.2440
N -1.1126 0.1933 0.1084
C -2.2133 1.0094 0.5420
C -3.4512 0.4105 0.7974
C -3.6320 -1.0728 0.6712
C -4.5202 1.2132 1.1749
C -4.3913 2.5894 1.3158
C -5.5522 3.4346 1.7573
C -3.1516 3.1586 1.0608
C -2.0600 2.3920 0.6738
C -0.7454 3.0502 0.3793
H -0.6120 -5.3741 -1.5042
H 0.4057 -4.3529 -2.5164
H -1.1855 -3.7841 -2.0083
H 1.1482 -4.3303 -0.0897
H -1.6314 -3.1654 0.4440
H -0.3784 -3.4543 1.6739
H -1.1427 -4.8052 0.8443
H 3.1506 -2.5298 -0.2338
H 2.5401 -2.8721 -3.2144
H 2.5967 -4.1750 -2.0161
H 4.0412 -3.2471 -2.3893
H 2.6823 -0.3207 -2.3008
H 4.2742 -0.8826 -1.7856
H 3.2038 -0.1193 -0.6209
H 0.6064 -2.1176 -3.5009
H 0.1131 -1.5107 -5.7789
H -0.8571 -0.0766 -6.1054
H -1.6441 -1.6203 -5.8128
H -2.3665 0.8293 -4.2124
H -2.5045 1.3073 -1.8349
H -2.9751 -1.6029 1.3641
H -3.4022 -1.4229 -0.3382
H -4.6567 -1.3559 0.9032
H -5.4801 0.7482 1.3665
H -6.5009 2.9530 1.5255
H -5.5368 4.4113 1.2743
H -5.5197 3.5997 2.8357
H -3.0309 4.2321 1.1538
H -0.8431 4.1345 0.4033
H -0.3664 2.7630 -0.6040
H 0.0131 2.7789 1.1171
O 0.8962 -1.1999 5.2820
C 0.8525 -0.8225 4.1427
O 0.0945 -1.3236 3.2017
C 1.8031 0.2957 3.6986
C 2.6535 0.8873 4.6434
C 3.4864 1.8887 4.2332
C 3.4743 2.3165 2.8864
C 4.3021 3.3609 2.4080
C 4.2390 3.7465 1.1009
C 3.3444 3.1078 0.2140
C 2.5357 2.0957 0.6449
C 2.5917 1.6788 1.9906
N 1.7801 0.6687 2.4320
H 2.6140 0.5270 5.6603
H 4.1590 2.3695 4.9319
H 4.9786 3.8466 3.0986
H 4.8674 4.5479 0.7391
H 3.2968 3.4299 -0.8172
H 1.8330 1.6257 -0.0332
*
```

* HOMO: -10.4595 eV
* LUMO energy: -3.6 eV

How is the electron density shared among the atoms? According to Löwdin, the charges in e are: 0.96 -0.09 -0.51 -0.11 1.05 -0.52 -0.09 -0.10 -0.30 -0.06 -0.27 -0.04 -0.01 0.00 -0.30 -0.09 -0.25 -0.20 -0.03 0.00 -0.26 -0.04 0.00 -0.21 -0.03 0.09 0.07 0.09 0.12 0.06 0.06 0.10 0.12 0.07 0.07 0.09 0.09 0.09 0.05 0.10 0.08 0.08 0.09 0.13 0.12 0.07 0.08 0.09 0.12 0.08 0.08 0.09 0.12 0.09 0.08 0.06 0.14 -0.55 -0.11 -0.15 0.04 0.05 -0.13 -0.01 -0.04 -0.03 -0.05 -0.19 0.07 0.13 0.13 0.12 0.12 0.12 0.09

---

C9H26N4O4P | ωB97M-V with the def2-TZVPD basis set

```
! wB97M-V def2-TZVPD RIJCOSX def2/J DEFGRID3
* xyz -1 1
C -0.7937 -1.0550 5.2112
C -1.3420 0.0671 4.3205
C -2.2667 -0.4388 3.2091
C -0.2529 1.0271 3.8116
C 0.4461 0.7258 2.4819
P 1.3407 -0.9435 2.2684
O 0.7446 -1.0224 0.5666
C 1.8293 -1.3413 -0.2700
C 3.1208 -0.7925 0.4095
O 2.7979 -0.1839 1.6241
H 0.0832 -1.5305 4.7779
H -0.5198 -0.6579 6.1908
H -1.5709 -1.8067 5.3688
H -1.9741 0.6664 4.9884
H -3.0517 0.2851 2.9830
H -1.7321 -0.6924 2.2969
H -2.7673 -1.3522 3.5414
H 0.4898 1.1823 4.6005
H -0.7494 1.9982 3.6835
H -0.2670 0.8574 1.6667
H 1.2145 1.4919 2.3486
H 2.0262 -2.2220 2.0336
H 0.2003 -1.7211 2.6884
H 1.8656 -0.8499 3.6143
H 1.8859 -2.4348 -0.3393
H 1.7576 -0.9439 -1.2836
H 3.8326 -1.6177 0.5355
H 3.5651 -0.0159 -0.2224
C -0.2499 1.1320 -2.5037
O -0.0932 -0.0267 -2.8787
N 0.0422 1.5329 -1.2408
N -0.7160 2.1167 -3.3384
H -0.0906 2.4766 -0.9348
H 0.4119 0.8495 -0.5857
H -0.8792 1.8986 -4.3096
H -0.8298 3.0644 -3.0372
C -0.8997 0.5064 -6.6526
O -0.7577 1.6811 -6.3369
N -1.2340 0.1472 -7.9362
N -0.7573 -0.5119 -5.7707
H -1.3593 -0.8025 -8.2267
H -1.3502 0.8849 -8.6033
H -0.4978 -0.2835 -4.8180
H -0.9092 -1.4718 -6.0121
*
```

* HOMO: -3.8884 eV
* LUMO energy: 2.5 eV

How is the electron density shared among the atoms? According to natural (NBO), the charges in e are: -0.61 -0.21 -0.61 -0.39 -0.73 1.19 -0.84 -0.10 -0.09 -0.83 0.23 0.19 0.18 0.17 0.19 0.24 0.19 0.19 0.18 0.19 0.21 -0.19 -0.18 -0.18 0.15 0.17 0.14 0.15 0.78 -0.71 -0.85 -0.87 0.38 0.45 0.43 0.38 0.78 -0.70 -0.86 -0.85 0.38 0.40 0.45 0.38

---

C3H7N3O | ωB97M-V with the def2-TZVPD basis set

```
! wB97M-V def2-TZVPD RIJCOSX def2/J DEFGRID3
* xyz 0 1
C 1.7930 0.7421 -0.6120
N 0.3882 0.4414 -0.5901
C -0.1242 -0.4436 0.1683
N 0.5055 -1.4646 0.8486
C -1.6307 -0.2603 0.3835
O -2.3388 -1.1415 0.8350
N -2.0088 1.0055 0.0329
H 2.4318 0.0236 -1.1374
H 2.1445 0.8377 0.4235
H 1.8920 1.7125 -1.1083
H -0.0998 -1.9849 1.4701
H 1.1028 -2.0694 0.2985
H -1.2100 1.5268 -0.3168
H -2.8454 1.1106 -0.5158
*
```

* HOMO: -9.3803 eV
* LUMO energy: 0.8 eV
* structure (SMILES): C/N=C(\N)C(N)=O

How is the electron density shared among the atoms? According to natural (NBO), the charges in e are: -0.44 -0.49 0.35 -0.83 0.62 -0.59 -0.82 0.19 0.20 0.20 0.41 0.39 0.42 0.40

---

Q: Number 1 is which compound?
A: C32H37InN2O2P

---

Q: What is the HOMO in the first record?
A: -10.4595 eV

---

Q: Which of these has the lowest LUMO energy?
A: C32H37InN2O2P